# C67H52BrF4GeN3O5P2Y

C67H52BrF4GeN3O5P2Y as an isolated structure (ωB97M-V/def2-TZVPD, the OMol25 dataset).

XYZ file:
```
136
Properties=species:S:1:pos:R:3:forces:R:3
Y 0.9470 0.6355 -0.4582 0.59 -1.34 -0.56
C -3.4107 6.1263 3.5556 -0.01 0.00 0.00
C -2.9703 5.1288 4.4143 -0.03 0.05 0.02
C -2.2719 4.0394 3.9177 0.03 -0.06 0.01
C -2.0054 3.9264 2.5547 -0.05 -0.07 0.03
C -2.4646 4.9280 1.7033 0.02 -0.01 -0.07
C -3.1536 6.0236 2.1960 -0.05 0.07 0.04
P -1.0735 2.5423 1.7955 0.09 -0.02 0.02
C -1.2746 1.2300 3.0532 0.16 0.10 -0.04
C -2.5603 0.7906 3.3652 -0.10 0.04 -0.02
C -2.7542 -0.2833 4.2139 0.02 -0.08 0.06
C -1.6592 -0.9525 4.7491 -0.03 0.00 0.00
C -0.3784 -0.5303 4.4342 0.01 -0.02 0.03
C -0.1843 0.5561 3.5919 0.07 -0.04 0.01
C 0.6688 3.0732 1.9322 -0.08 -0.07 0.12
C 1.0604 4.0153 2.8848 -0.06 0.06 0.03
C 2.3870 4.3923 2.9776 0.05 0.01 0.00
C 3.3135 3.8063 2.1272 0.02 0.01 0.02
C 2.9106 2.8558 1.2012 0.05 -0.03 -0.07
C 1.5742 2.4461 1.0486 -0.23 0.36 0.23
H -3.9542 6.9776 3.9435 -0.02 0.03 0.01
H -3.1658 5.2007 5.4768 -0.01 0.01 0.01
H -1.9288 3.2662 4.5953 0.00 0.01 -0.02
H -2.2769 4.8457 0.6379 0.02 -0.02 -0.02
H -3.4957 6.7952 1.5184 -0.02 0.03 -0.01
H -3.4213 1.2987 2.9423 0.00 0.03 -0.03
H -3.7600 -0.6019 4.4581 -0.05 -0.03 0.02
H -1.8036 -1.8043 5.4014 -0.01 -0.02 0.02
H 0.4777 -1.0621 4.8271 0.00 -0.01 0.03
H 0.8235 0.8657 3.3404 -0.02 0.01 -0.01
H 0.3334 4.4664 3.5508 -0.01 -0.01 0.00
H 2.6969 5.1269 3.7107 0.01 0.02 0.02
H 4.3597 4.0795 2.1963 0.03 0.01 0.00
H 3.6738 2.4104 0.5759 0.03 0.00 -0.01
O -6.1692 -1.9391 0.4446 -0.06 0.03 -0.04
C -5.1369 -1.9159 1.4257 0.07 -0.07 0.07
C -3.8677 -1.4386 0.7809 0.01 -0.01 -0.02
C -2.7075 -2.1881 0.8114 0.09 -0.03 0.02
C -1.5312 -1.6582 0.2929 -0.22 0.21 -0.01
N -1.4885 -0.4632 -0.3051 -0.30 0.12 0.22
C -2.6348 0.2326 -0.4040 0.16 -0.03 -0.11
C -3.8297 -0.2008 0.1549 0.24 -0.17 -0.02
C -2.5729 1.5176 -1.1481 0.16 -0.02 -0.07
C -3.7477 2.1684 -1.5154 0.22 0.05 -0.06
C -3.6775 3.3899 -2.1569 0.16 0.11 -0.08
C -4.9272 4.0957 -2.6186 0.07 0.17 0.00
O -6.0259 3.2287 -2.7992 -0.04 -0.11 -0.05
C -2.4167 3.9353 -2.3735 -0.10 -0.09 0.03
C -1.3002 3.2083 -2.0008 -0.16 -0.04 -0.01
N -1.3568 2.0027 -1.4387 -0.14 0.08 0.23
H -7.0089 -2.0650 0.8956 -0.01 -0.01 -0.02
H -4.9796 -2.9117 1.8569 -0.01 0.07 -0.03
H -5.4023 -1.2280 2.2376 0.04 -0.03 0.01
H -2.6832 -3.1653 1.2748 -0.02 -0.03 0.04
H -0.5631 -2.1350 0.4090 0.00 -0.06 0.01
H -4.7230 0.4021 0.1205 -0.03 0.04 0.00
H -4.7128 1.7249 -1.3326 -0.01 -0.03 0.01
H -4.7044 4.6508 -3.5404 -0.01 -0.04 0.08
H -5.2349 4.8265 -1.8647 0.01 -0.04 -0.05
H -5.7285 2.4876 -3.3435 -0.03 0.02 0.01
H -2.2908 4.8963 -2.8526 -0.02 0.07 -0.03
H -0.3162 3.6156 -2.1724 0.02 0.02 0.01
F 2.5570 1.5307 -8.2587 -0.02 -0.02 0.04
C 1.9198 1.0901 -7.1751 -0.11 -0.10 0.13
C 1.0767 -0.0046 -7.2600 0.11 0.20 0.12
F 0.8892 -0.6202 -8.4271 0.02 0.02 0.00
C 0.4162 -0.4331 -6.1204 0.11 0.07 -0.07
F -0.4325 -1.4527 -6.2786 0.08 0.09 -0.13
C 0.5800 0.1652 -4.8789 0.06 0.11 0.09
P -0.2870 -0.5190 -3.3893 0.24 0.24 0.14
C -2.0239 -0.2654 -3.8939 0.02 -0.01 -0.01
C -2.3898 0.7411 -4.7826 -0.01 0.06 -0.04
C -3.7252 0.9856 -5.0654 -0.07 0.04 0.00
C -4.7180 0.2351 -4.4512 -0.01 0.04 -0.01
C -4.3651 -0.7511 -3.5400 -0.05 -0.01 0.00
C -3.0314 -0.9976 -3.2649 0.00 -0.01 0.03
C -0.0499 -2.3277 -3.5142 -0.06 0.04 -0.02
C 0.9905 -2.8646 -2.7617 0.05 -0.05 0.08
C 1.2032 -4.2365 -2.7395 0.02 -0.01 0.01
C 0.3733 -5.0801 -3.4566 0.00 -0.02 0.00
C -0.6700 -4.5510 -4.2076 0.01 0.01 -0.01
C -0.8783 -3.1838 -4.2394 -0.08 -0.09 0.03
C 1.4154 1.2926 -4.8240 0.03 -0.05 -0.11
Br 1.7128 2.3693 -3.2952 -0.03 0.01 -0.17
C 2.0757 1.7405 -5.9581 -0.11 -0.21 -0.20
F 2.8670 2.8120 -5.9305 0.03 0.02 0.00
H -1.6294 1.3367 -5.2744 -0.02 0.00 0.02
H -3.9860 1.7593 -5.7772 -0.02 0.01 -0.01
H -5.7607 0.4050 -4.6907 -0.04 0.01 -0.01
H -5.1267 -1.3320 -3.0374 -0.05 -0.02 0.02
H -2.7746 -1.7677 -2.5486 0.04 -0.06 0.02
H 1.6361 -2.2193 -2.1803 -0.03 -0.02 -0.04
H 2.0163 -4.6266 -2.1419 0.04 -0.04 0.01
H 0.5341 -6.1500 -3.4323 0.00 -0.04 0.00
H -1.3216 -5.2035 -4.7741 -0.01 -0.03 -0.01
H -1.6849 -2.7864 -4.8386 -0.06 -0.01 0.06
O 4.6058 -0.3802 -2.3797 0.30 -0.12 -0.16
N 3.5813 -0.0076 -1.8524 -0.14 0.10 0.06
O 3.5702 0.6575 -0.7934 -0.27 0.34 0.08
O 2.4485 -0.2720 -2.3537 -0.27 -0.02 0.01
C 1.4378 -1.3295 0.4977 -0.10 0.48 -0.19
Ge 2.9216 -1.8122 1.5152 0.10 -0.16 0.21
C 3.9123 -0.4114 2.5077 0.01 0.00 -0.03
C 5.0299 0.2649 2.0202 -0.01 -0.02 -0.11
C 5.7007 1.2063 2.7859 0.04 0.06 0.00
C 5.2482 1.5256 4.0563 0.06 0.06 0.01
C 4.1244 0.8878 4.5537 -0.02 0.03 0.08
C 3.4825 -0.0761 3.7908 -0.08 -0.10 0.03
C 2.4496 -3.0482 3.0365 -0.09 0.13 -0.10
C 1.1095 -3.2998 3.3108 0.02 0.07 -0.15
C 0.7222 -4.1324 4.3522 -0.06 -0.02 0.04
C 1.6834 -4.7344 5.1464 0.06 -0.06 0.07
C 3.0293 -4.4992 4.8884 -0.04 -0.08 0.09
C 3.3995 -3.6665 3.8457 0.12 0.03 -0.02
C 4.1896 -3.0107 0.5433 -0.08 -0.03 0.01
C 3.7366 -4.3167 0.3320 -0.09 0.01 0.08
C 4.4584 -5.2348 -0.4121 0.01 -0.09 -0.03
C 5.6733 -4.8688 -0.9735 0.04 -0.02 -0.03
C 6.1440 -3.5807 -0.7807 0.04 -0.03 -0.03
C 5.4081 -2.6694 -0.0350 0.04 0.14 -0.01
H 1.2552 -2.2283 -0.1203 -0.17 -0.01 0.11
H 5.3690 0.0862 1.0105 0.02 -0.03 -0.06
H 6.5699 1.7076 2.3772 0.03 0.02 -0.01
H 5.7597 2.2750 4.6481 0.01 0.01 0.02
H 3.7498 1.1342 5.5399 -0.01 0.01 0.03
H 2.6296 -0.5946 4.2146 -0.02 -0.02 0.02
H 0.3697 -2.8085 2.6852 -0.05 0.00 -0.02
H -0.3290 -4.3081 4.5482 -0.06 -0.01 0.01
H 1.3903 -5.3838 5.9621 0.00 -0.03 0.03
H 3.7875 -4.9678 5.5036 0.03 -0.02 0.03
H 4.4545 -3.4950 3.6592 0.05 0.02 -0.02
H 2.7931 -4.6261 0.7708 -0.03 -0.01 0.02
H 4.0779 -6.2402 -0.5505 -0.02 -0.03 0.00
H 6.2438 -5.5793 -1.5584 0.02 -0.02 -0.02
H 7.0837 -3.2754 -1.2226 0.04 0.02 -0.02
H 5.7986 -1.6665 0.0673 0.00 0.03 0.01
```
Positions in Å, forces in eV/Å.

Values from the calculation:
total energy = -8896.20092 Eh
HOMO = -2.9 eV
molar mass = 1358.53 Da
net charge = -1